[1]
Entry from the OMol25 dataset: C33H57NOP2SbW as an isolated structure (ωB97M-V/def2-TZVPD).

Results
lowest unoccupied orbital energy	-10.19	eV
2S+1	1
charge	+3
HOMO-LUMO gap	5.970	eV
energy	-65598.193	eV

The geometry in XYZ format:
```
96
C33H57NOP2SbW ωB97M-V/def2-TZVPD
W -0.203 -0.136 -0.605
C -4.087 -2.451 -0.583
C -3.115 -2.546 0.590
C -3.600 -1.822 1.843
P -1.365 -2.230 0.149
C -0.871 -3.424 -1.139
C 0.615 -3.178 -1.378
C -1.190 -4.899 -0.910
C -0.399 -2.406 1.643
C -0.094 -3.603 2.294
C 0.767 -3.601 3.377
C 1.337 -2.403 3.796
C 1.018 -1.204 3.175
C 0.116 -1.197 2.116
N -0.228 0.020 1.393
C -0.512 1.203 2.171
C -0.728 1.166 3.545
C -0.942 2.350 4.241
C -0.960 3.570 3.585
C -0.837 3.601 2.205
C -0.629 2.423 1.488
P -0.874 2.214 -0.268
C -2.680 2.386 -0.562
C -3.435 1.292 0.166
C -3.212 3.772 -0.195
C -0.120 3.476 -1.395
C 0.434 4.705 -0.674
C 0.895 2.912 -2.385
H -5.053 -2.850 -0.273
H -4.252 -1.417 -0.883
H -3.765 -3.028 -1.451
H -3.002 -3.611 0.849
H -3.885 -0.794 1.631
H -4.488 -2.333 2.214
H -2.862 -1.827 2.645
H -1.429 -3.074 -2.017
H 1.219 -3.600 -0.578
H 0.951 -3.581 -2.334
H 0.867 -2.092 -1.423
H -0.643 -5.304 -0.059
H -2.254 -5.078 -0.762
H -0.886 -5.474 -1.785
H -0.529 -4.536 1.962
H 1.004 -4.525 3.885
H 2.038 -2.403 4.620
H 1.460 -0.283 3.529
H -0.749 0.233 4.082
H -1.096 2.308 5.310
H -1.114 4.486 4.136
H -0.931 4.549 1.694
H -2.761 2.243 -1.646
H -3.318 1.390 1.247
H -4.501 1.345 -0.061
H -3.088 0.290 -0.115
H -3.185 3.928 0.882
H -2.675 4.586 -0.681
H -4.254 3.845 -0.510
H -0.997 3.785 -1.976
H 1.218 4.445 0.038
H 0.870 5.374 -1.418
H -0.333 5.270 -0.148
H 1.832 2.655 -1.896
H 0.527 2.038 -2.923
H 1.130 3.676 -3.126
C 3.397 -2.702 0.676
C 3.625 -1.216 0.883
Sb 2.582 0.123 -0.391
C 3.091 2.021 0.456
C 4.191 1.915 1.507
C 3.556 -0.009 -2.267
C 5.057 0.240 -2.142
H 4.115 -3.266 1.271
H 3.534 -3.007 -0.362
H 2.400 -2.992 1.007
H 4.665 -0.935 0.702
H 3.385 -0.906 1.898
H 2.178 2.449 0.876
H 3.400 2.646 -0.381
H 3.884 1.327 2.371
H 4.434 2.914 1.869
H 5.108 1.485 1.107
H 3.074 0.723 -2.919
H 3.335 -1.001 -2.670
H 5.274 1.215 -1.706
H 5.521 0.219 -3.128
H 5.546 -0.525 -1.540
C 0.084 -0.150 -4.507
O -0.033 -0.353 -3.056
C -1.172 -0.212 -2.371
C -2.451 -0.093 -3.103
H -0.553 -0.875 -5.008
H 1.130 -0.330 -4.732
H -0.198 0.872 -4.752
H -2.413 0.743 -3.810
H -3.286 0.051 -2.425
H -2.627 -0.996 -3.697
```

***

[2]
Entry from the OMol25 dataset: C33H58N3O4RuSeSi3 as an isolated structure in a non-equilibrium geometry (ωB97M-V/def2-TZVPD).

Results
lowest unoccupied orbital energy (spin up / spin down)	-1.85 / -1.65	eV
2S+1	2
charge	0
HOMO-LUMO gap (spin up / spin down)	5.065 / 5.243	eV
energy	-139387.928	eV

The geometry in XYZ format:
```
103
C33H58N3O4RuSeSi3 ωB97M-V/def2-TZVPD
Ru 0.144 -0.449 0.362
C -2.885 -2.966 -0.537
Si -3.240 -2.268 1.205
C -4.064 -0.557 1.060
C -4.387 -3.513 2.106
C -1.639 -2.329 2.207
C -0.665 -3.202 1.586
C -0.435 -4.520 2.018
C 0.429 -5.333 1.320
C 1.081 -4.820 0.199
C 0.829 -3.512 -0.161
N -0.014 -2.728 0.506
Si -1.387 -1.989 4.050
C -2.105 -0.374 4.767
C -2.075 -3.400 5.152
C 0.519 -1.952 4.191
H -3.747 -2.910 -1.194
H -2.585 -4.009 -0.478
H -2.070 -2.412 -1.002
H -5.121 -0.657 0.834
H -3.602 0.011 0.257
H -3.973 0.021 1.974
H -5.317 -3.671 1.570
H -4.629 -3.163 3.104
H -3.891 -4.476 2.201
H -0.985 -4.897 2.865
H 0.600 -6.356 1.630
H 1.757 -5.426 -0.382
H 1.305 -3.075 -1.035
H -3.055 -0.094 4.326
H -1.420 0.453 4.613
H -2.262 -0.482 5.835
H -3.158 -3.406 5.131
H -1.761 -3.265 6.182
H -1.727 -4.376 4.834
H 0.915 -1.377 3.353
H 0.938 -2.951 4.120
H 0.881 -1.499 5.107
C -0.840 2.977 -1.759
C 0.437 3.728 -2.132
C 0.908 4.603 -0.965
C 0.181 4.589 -3.374
O 1.494 2.845 -2.432
Si 1.484 1.232 -2.650
O 1.183 0.419 -1.315
O 0.368 0.964 -3.824
C -0.244 -0.255 -4.175
C -1.060 0.016 -5.446
C -1.191 -0.707 -3.052
C 0.813 -1.331 -4.438
O 2.944 0.877 -3.285
C 4.112 0.503 -2.593
C 5.278 0.699 -3.569
C 3.996 -0.972 -2.186
C 4.312 1.370 -1.349
H -1.594 3.661 -1.379
H -0.617 2.226 -0.996
H -1.218 2.461 -2.638
H 0.148 5.328 -0.685
H 1.817 5.118 -1.260
H 1.129 3.974 -0.108
H -0.645 5.275 -3.198
H -0.061 3.939 -4.211
H 1.080 5.150 -3.619
H -1.782 0.806 -5.256
H -1.591 -0.877 -5.765
H -0.400 0.345 -6.243
H -2.005 0.007 -2.940
H -0.642 -0.749 -2.096
H -1.605 -1.688 -3.273
H 1.556 -0.947 -5.132
H 0.361 -2.230 -4.852
H 1.322 -1.575 -3.509
H 5.100 0.115 -4.468
H 6.216 0.388 -3.118
H 5.342 1.747 -3.846
H 3.867 -1.588 -3.073
H 3.125 -1.094 -1.543
H 4.886 -1.299 -1.653
H 4.266 2.418 -1.630
H 5.271 1.156 -0.883
H 3.509 1.175 -0.642
N 2.544 0.751 2.096
C 3.681 0.726 2.807
C 4.202 -0.541 2.681
C 3.297 -1.222 1.859
N 2.296 -0.426 1.522
H 1.899 1.524 1.958
H 4.035 1.578 3.349
H 5.102 -0.914 3.121
H 3.336 -2.237 1.517
Se -0.760 1.180 1.953
C -1.688 2.867 1.787
C -2.841 2.990 1.022
C -3.568 4.166 1.049
C -3.147 5.233 1.824
C -1.977 5.129 2.559
C -1.256 3.951 2.547
H -3.176 2.159 0.422
H -4.473 4.247 0.463
H -3.731 6.141 1.854
H -1.631 5.966 3.149
H -0.360 3.856 3.142
```

***

Q: Which of these has the lowest charge?
A: C33H58N3O4RuSeSi3